# 1
The following is a quantum chemistry calculation of a cluster of 16 separate species, C43H114N4O16 in total at a distorted geometry, from OMol25.

Last column: Mulliken spin population.
Cartesian coordinates (Å):
C (-2.60656, -6.04359, 3.59522)  0.201
O (-3.14344, -6.23488, 2.29195)  -0.105
H (-3.46282, -6.13262, 4.26379)  -0.015
H (-1.82041, -6.73958, 3.88790)  -0.032
H (-2.18094, -5.04144, 3.64673)  0.008
H (-2.36731, -6.19711, 1.72822)  0.144
C (-6.32238, -5.74498, 1.47974)  0.019
O (-5.21605, -4.90355, 1.25243)  -0.002
H (-6.68731, -5.38372, 2.44121)  0.004
H (-6.99117, -5.53802, 0.64429)  -0.004
H (-6.14619, -6.81996, 1.51821)  -0.003
H (-4.43799, -5.34128, 1.60545)  0.013
C (1.17189, -6.26394, -2.10784)  0.808
O (2.10737, -7.15704, -1.56160)  -0.710
H (0.20547, -6.74043, -2.27248)  0.136
H (0.91646, -5.44069, -1.44068)  -0.103
H (1.58935, -5.81003, -3.00661)  -0.141
H (1.74397, -7.33193, -0.69042)  0.399
C (-2.77974, 2.01290, 4.35347)  0.004
O (-4.01578, 1.48269, 4.75839)  -0.003
H (-2.64255, 3.06815, 4.58952)  0.002
H (-1.96612, 1.61686, 4.96114)  0.000
H (-2.63058, 1.76970, 3.30146)  -0.002
H (-3.97507, 0.52698, 4.67749)  0.000
C (2.82502, -0.97799, 5.92573)  0.037
O (4.20789, -0.75113, 5.89236)  -0.035
H (2.32063, -0.45418, 6.73772)  0.001
H (2.32197, -0.73912, 4.98873)  0.023
H (2.86045, -2.06249, 6.02911)  -0.015
H (4.27333, 0.18254, 6.10587)  0.015
C (4.79823, -1.61306, 2.50179)  0.147
O (4.75728, -2.38580, 3.67792)  -0.116
H (4.16050, -0.72932, 2.48237)  0.041
H (5.76810, -1.11822, 2.55263)  -0.032
H (4.65519, -2.14553, 1.56151)  0.047
H (4.55417, -1.85725, 4.45315)  0.036
C (-4.05114, -1.89157, 5.64917)  0.006
O (-4.26613, -1.15924, 4.47242)  -0.006
H (-4.06856, -1.22534, 6.51170)  0.003
H (-4.83002, -2.62803, 5.84683)  -0.002
H (-3.18895, -2.55307, 5.56463)  0.001
H (-4.82414, -1.64332, 3.85934)  0.004
C (-3.59552, 3.61185, -4.85677)  0.003
C (-2.37516, 4.03065, -3.93599)  -0.014
C (-2.40597, 5.57963, -3.90393)  0.000
C (-1.68551, 6.29143, -2.73008)  0.006
C (-2.02903, 5.66443, -1.41544)  0.003
C (-1.89842, 4.11711, -1.34716)  0.008
N (-2.60742, 3.51940, -2.55429)  0.004
O (-2.59279, 2.11888, -2.46664)  -0.007
C (-0.39109, 3.63484, -1.22338)  -0.015
C (-2.61713, 3.71016, -0.03577)  -0.007
C (-1.02099, 3.65130, -4.48155)  -0.002
H (-3.77971, 4.36729, -5.62064)  0.000
H (-4.56273, 3.44095, -4.38412)  0.000
H (-3.52946, 2.67467, -5.40943)  0.001
H (-2.02189, 6.01214, -4.82779)  0.000
H (-3.41714, 5.98614, -3.92302)  0.000
H (-1.95517, 7.34749, -2.74063)  0.001
H (-0.60620, 6.27645, -2.88164)  -0.004
H (-2.98880, 6.08521, -1.11565)  0.001
H (-1.31338, 6.09148, -0.71286)  0.000
H (0.28357, 3.85626, -2.05037)  0.008
H (0.18249, 4.08894, -0.41536)  0.018
H (-0.26675, 2.55666, -1.12256)  -0.035
H (-3.61324, 4.15271, -0.03746)  -0.003
H (-2.70726, 2.62546, -0.09414)  0.003
H (-2.10218, 3.97553, 0.88754)  0.004
H (-0.32501, 4.47782, -4.33802)  0.003
H (-1.14481, 3.50666, -5.55480)  0.000
H (-0.57731, 2.82340, -3.92854)  0.003
H (-3.45321, 1.89998, -2.10147)  0.003
C (2.01283, 1.83476, -5.60768)  0.103
C (2.32271, 0.52664, -6.43840)  -0.143
C (3.22982, -0.44333, -5.63291)  0.029
C (2.48133, -1.22430, -4.60291)  -0.025
C (1.33332, -1.97959, -5.23245)  -0.005
C (0.30381, -1.01691, -5.98608)  -0.059
N (1.07313, -0.20732, -6.91131)  0.046
O (0.25735, 0.52496, -7.86442)  -0.004
C (-0.76342, -1.91759, -6.75783)  0.025
C (-0.54196, -0.22623, -4.87456)  0.006
C (3.14601, 1.08625, -7.66003)  0.024
H (1.47302, 1.62024, -4.68535)  -0.018
H (1.20826, 2.39555, -6.08336)  -0.002
H (2.87376, 2.47622, -5.41946)  -0.009
H (3.87664, -1.15222, -6.14983)  0.041
H (3.88634, 0.26535, -5.12809)  -0.014
H (2.13581, -0.49496, -3.87026)  0.087
H (3.13864, -1.84151, -3.99047)  0.046
H (0.80931, -2.43462, -4.39194)  0.083
H (1.63766, -2.77413, -5.91375)  -0.081
H (-0.27393, -2.58523, -7.46689)  0.000
H (-1.50409, -2.46377, -6.17370)  -0.001
H (-1.52981, -1.40550, -7.33963)  0.000
H (-1.17257, -0.87099, -4.26241)  0.012
H (0.12465, 0.23849, -4.14809)  0.001
H (-1.09035, 0.60079, -5.32556)  -0.002
H (2.62492, 1.87511, -8.20249)  0.006
H (3.49429, 0.26968, -8.29249)  -0.003
H (4.01271, 1.57446, -7.21440)  -0.003
H (-0.33235, 1.02338, -7.29394)  0.001
C (0.46912, 3.49572, 2.80100)  0.017
C (1.92370, 3.00359, 3.00153)  -0.049
C (2.61621, 2.92959, 1.58938)  0.013
C (3.16755, 4.29890, 1.01909)  0.027
C (4.02390, 4.87768, 2.17220)  0.012
C (3.41233, 5.01460, 3.57397)  -0.088
N (2.73152, 3.75860, 3.99139)  0.063
O (2.11345, 3.82261, 5.24214)  -0.005
C (4.54351, 5.25913, 4.56738)  0.021
C (2.48446, 6.29698, 3.61443)  0.019
C (1.85760, 1.55416, 3.58093)  -0.036
H (-0.23562, 3.18145, 3.57086)  0.005
H (0.05326, 3.02488, 1.91023)  -0.004
H (0.24352, 4.54439, 2.60734)  0.002
H (3.43728, 2.21914, 1.68539)  0.016
H (1.85355, 2.47408, 0.95775)  0.007
H (2.35617, 4.99918, 0.82062)  0.007
H (3.77557, 4.22805, 0.11721)  0.007
H (4.28695, 5.84450, 1.74306)  0.004
H (4.93907, 4.32844, 2.39333)  -0.017
H (4.14970, 5.39953, 5.57401)  0.001
H (5.15592, 4.36257, 4.47130)  -0.004
H (5.13165, 6.11409, 4.23386)  0.004
H (3.06370, 7.20965, 3.47439)  -0.001
H (1.92281, 6.20533, 2.68477)  0.007
H (1.81713, 6.40423, 4.46957)  -0.003
H (1.30977, 1.54223, 4.52317)  -0.003
H (2.87239, 1.20222, 3.76653)  -0.002
H (1.35765, 0.89789, 2.86856)  0.006
H (1.53664, 4.58849, 5.19400)  0.000
C (-0.74930, -2.15278, 3.57368)  -0.026
C (-1.08525, -1.96275, 2.02877)  0.175
C (-1.29503, -0.40528, 1.82309)  -0.049
C (-1.34043, 0.06351, 0.35768)  0.020
C (-0.01299, -0.36881, -0.32441)  0.024
C (0.34082, -1.86385, -0.17818)  -0.254
N (0.05576, -2.37447, 1.20198)  0.027
O (0.36867, -3.65672, 1.38642)  -0.154
C (-0.56912, -2.66426, -1.19714)  -0.111
C (1.87492, -1.95899, -0.48833)  -0.086
C (-2.42970, -2.68658, 1.74482)  -0.012
H (-1.65003, -1.94944, 4.15284)  0.009
H (0.11111, -1.55446, 3.87336)  -0.024
H (-0.54514, -3.18275, 3.86623)  -0.005
H (-2.24940, -0.06783, 2.22732)  0.001
H (-0.46138, 0.09920, 2.31160)  -0.006
H (-1.45215, 1.14768, 0.34418)  0.004
H (-2.20077, -0.30337, -0.20207)  0.005
H (0.77894, 0.22193, 0.13599)  0.018
H (-0.05580, -0.08766, -1.37664)  -0.014
H (-0.34707, -3.71751, -1.02549)  0.179
H (-1.62144, -2.51310, -0.95656)  -0.038
H (-0.37194, -2.56276, -2.26435)  0.078
H (2.53402, -1.44330, 0.21007)  0.075
H (2.23418, -2.98094, -0.36722)  0.051
H (2.00180, -1.69829, -1.53907)  0.030
H (-3.12895, -2.44652, 2.54578)  -0.037
H (-2.29968, -3.76831, 1.71212)  0.064
H (-2.91276, -2.36538, 0.82202)  0.051
H (1.24911, -3.51850, 1.74323)  -0.009
O (-5.79604, -2.76633, 3.19445)  -0.008
H (-5.45003, -3.42914, 2.59678)  0.003
H (-6.66658, -2.56477, 2.85129)  0.000
O (4.63050, -4.63292, -0.19184)  -0.058
H (4.58790, -4.98362, -1.08145)  0.021
H (4.84350, -3.70708, -0.30880)  0.015
O (2.91921, -4.07538, 2.11005)  -0.104
H (3.36796, -3.55036, 2.77277)  0.080
H (3.61957, -4.55986, 1.67300)  0.048
O (-0.93872, -5.77301, 0.61931)  -0.795
H (-0.30789, -5.15130, 0.98230)  0.290
H (-0.40209, -6.49106, 0.28368)  0.421
O (-2.70529, -5.05003, -1.42708)  0.022
H (-2.40627, -5.51479, -2.20864)  0.026
H (-2.18372, -5.41892, -0.71426)  0.133

For the HOMO energy (spin up / spin down), the calculation gives 0.28 / -5.72 eV. The spin multiplicity is 2. As for the net charge: -1.

---

# 2
The following is a quantum chemistry calculation of a cluster of 13 separate species, C43H119N7O13 in total at a distorted geometry, from OMol25.

Last column: Löwdin charge in e.
Cartesian coordinates (Å):
C (-0.98075, -2.93238, 5.88642)  -0.049
C (-2.10391, -1.99831, 5.42618)  -0.435
C (-3.18382, -2.66612, 4.63000)  -0.226
O (-3.98202, -1.65813, 4.03138)  -0.229
C (-5.12990, -2.19312, 3.32264)  -0.063
N (-2.69208, -1.33566, 6.59159)  0.044
H (-0.21305, -2.37763, 6.37293)  0.053
H (-0.57347, -3.44107, 4.97325)  0.080
H (-1.23578, -3.73670, 6.58192)  0.080
H (-1.65992, -1.18424, 4.80401)  0.134
H (-3.82461, -3.17472, 5.36131)  0.131
H (-2.86867, -3.36291, 3.86881)  0.113
H (-4.79650, -2.94381, 2.60878)  0.085
H (-5.57169, -1.36183, 2.76543)  0.064
H (-5.84249, -2.63978, 4.03657)  0.097
H (-3.01454, -1.99397, 7.29517)  0.078
H (-3.42374, -0.69276, 6.34218)  0.068
C (-0.10814, -6.11474, -0.40091)  -0.057
C (0.27599, -5.66595, 0.99338)  -0.475
C (1.30709, -4.50729, 0.93935)  -0.163
O (2.60649, -4.86673, 0.39290)  -0.233
C (3.45364, -5.62684, 1.25388)  -0.103
N (-0.87973, -5.28630, 1.74548)  0.032
H (-0.73255, -6.99999, -0.52991)  0.081
H (0.86215, -6.29791, -0.86369)  0.071
H (-0.55265, -5.22209, -0.93614)  0.090
H (0.72363, -6.49441, 1.54796)  0.136
H (1.39006, -4.12456, 1.98048)  0.116
H (0.87511, -3.77216, 0.26867)  0.096
H (3.52375, -6.64826, 0.88446)  0.084
H (3.10847, -5.56708, 2.32573)  0.102
H (4.47383, -5.15762, 1.24646)  0.083
H (-0.68671, -4.94788, 2.68505)  0.056
H (-1.30198, -4.42943, 1.31637)  0.082
C (5.29601, 3.35934, 1.59748)  -0.044
C (3.92293, 3.45679, 1.01517)  -0.405
C (3.70895, 2.34900, -0.01159)  -0.201
O (4.44497, 2.80580, -1.14310)  -0.200
C (4.36758, 1.78326, -2.16353)  -0.066
N (2.87493, 3.19176, 2.04342)  0.044
H (6.09595, 3.60254, 0.93671)  0.078
H (5.34678, 2.30491, 1.91607)  0.092
H (5.41343, 3.99136, 2.47472)  0.078
H (3.72902, 4.39237, 0.45817)  0.149
H (2.66732, 2.26625, -0.15132)  0.094
H (4.17736, 1.46287, 0.31381)  0.111
H (4.38628, 0.77760, -1.72720)  0.078
H (5.20673, 1.82055, -2.87294)  0.100
H (3.44144, 1.89775, -2.77083)  0.078
H (2.03402, 3.66574, 1.72267)  0.076
H (3.16321, 3.74160, 2.89077)  0.111
C (0.26786, 1.14157, 7.73878)  -0.068
C (0.11641, 2.35203, 6.93897)  -0.461
C (-1.04810, 2.22970, 5.99363)  -0.198
O (-1.05009, 3.37334, 5.12869)  -0.182
C (-1.98031, 3.20677, 4.09050)  -0.113
N (-0.17259, 3.52465, 7.80409)  0.057
H (1.04565, 1.26522, 8.48295)  0.085
H (0.56086, 0.29974, 7.10402)  0.076
H (-0.66857, 0.94707, 8.16455)  0.066
H (1.00709, 2.52987, 6.33370)  0.128
H (-1.98125, 2.19742, 6.55053)  0.131
H (-0.91819, 1.34934, 5.30560)  0.125
H (-2.97469, 2.95197, 4.44763)  0.091
H (-1.60609, 2.43682, 3.42413)  0.060
H (-2.10325, 4.12800, 3.56226)  0.087
H (0.52809, 3.64732, 8.50660)  0.057
H (-0.22382, 4.41654, 7.34227)  0.065
C (3.16966, -0.92962, -6.27997)  -0.053
C (2.39683, -0.28950, -5.14142)  -0.377
C (1.36384, 0.68299, -5.70366)  -0.195
O (0.66647, 1.41051, -4.71874)  -0.242
C (-0.30424, 2.25460, -5.23750)  -0.121
N (1.93393, -1.34889, -4.19022)  0.075
H (3.95517, -1.59512, -5.90763)  0.083
H (3.59821, -0.13004, -6.82236)  0.063
H (2.56600, -1.58544, -6.93035)  0.091
H (3.09205, 0.31521, -4.49975)  0.140
H (0.61096, 0.16878, -6.38163)  0.143
H (1.84023, 1.49656, -6.31568)  0.139
H (-0.73783, 2.89920, -4.46286)  0.068
H (-1.12298, 1.68157, -5.69624)  0.094
H (0.12895, 2.94741, -5.95129)  0.091
H (1.40449, -2.08934, -4.58386)  0.018
H (1.47855, -1.03466, -3.34718)  0.035
C (-4.97850, 2.41942, -5.66242)  -0.061
C (-5.13869, 3.03476, -4.30325)  -0.477
C (-3.81619, 3.10657, -3.57949)  -0.224
O (-4.06363, 3.49430, -2.23203)  -0.189
C (-2.82509, 3.53278, -1.52055)  -0.105
N (-5.61594, 4.38503, -4.44208)  0.049
H (-4.49878, 3.11242, -6.31359)  0.072
H (-5.97304, 2.17574, -6.04120)  0.081
H (-4.44114, 1.48345, -5.62268)  0.072
H (-5.64357, 2.35616, -3.66150)  0.126
H (-3.15446, 3.86926, -4.07036)  0.145
H (-3.43687, 2.11361, -3.62437)  0.109
H (-2.32706, 2.56899, -1.53716)  0.077
H (-3.01297, 3.87256, -0.51481)  0.077
H (-2.16370, 4.30709, -1.93638)  0.080
H (-6.60482, 4.49462, -4.67924)  0.084
H (-5.52698, 4.86696, -3.54536)  0.077
C (-1.22172, -1.27981, -2.30695)  -0.023
C (-0.55397, -0.35103, -1.30327)  -0.449
C (-0.05107, -1.06656, -0.05788)  -0.197
O (-0.97990, -1.82873, 0.70324)  -0.205
C (-1.94283, -0.99256, 1.36868)  -0.058
N (0.61334, 0.22166, -1.92649)  0.063
H (-1.37989, -0.72937, -3.27691)  0.098
H (-2.13702, -1.66325, -1.95638)  0.062
H (-0.49541, -2.08091, -2.46785)  0.067
H (-1.20842, 0.42500, -0.99827)  0.097
H (0.49261, -0.36490, 0.63312)  0.121
H (0.64931, -1.86336, -0.43628)  0.119
H (-2.66524, -1.52342, 1.99613)  0.072
H (-2.44066, -0.41594, 0.60152)  0.069
H (-1.35737, -0.31325, 2.02414)  0.097
H (0.42565, 0.64866, -2.83851)  0.057
H (1.01257, 0.94293, -1.32052)  0.071
O (-0.03607, 2.43841, 1.26471)  -0.079
H (-0.89733, 2.74874, 1.58468)  0.019
H (0.25342, 1.85222, 1.98613)  -0.017
C (2.24424, -1.33407, 3.20596)  -0.050
C (1.83897, -0.00748, 3.69400)  -0.495
C (2.93922, 0.62833, 4.53601)  -0.045
O (1.44692, 0.85193, 2.62976)  -0.124
H (1.41919, -1.79755, 2.65830)  0.072
H (2.49073, -2.00191, 4.01259)  0.086
H (3.09927, -1.21804, 2.57235)  0.078
H (0.97006, -0.04179, 4.38555)  0.126
H (3.89652, 0.43277, 4.02938)  0.086
H (2.95803, 0.09983, 5.48085)  0.079
H (2.80240, 1.68847, 4.64434)  0.063
H (2.16553, 1.52599, 2.41446)  0.063
C (5.43077, -4.01746, -1.66066)  -0.035
C (4.26033, -2.97880, -1.71092)  -0.479
C (4.10467, -2.20519, -0.42236)  -0.078
O (4.41998, -2.06259, -2.81510)  -0.096
H (5.34219, -4.55851, -2.63562)  0.082
H (5.32400, -4.71696, -0.81182)  0.062
H (6.38899, -3.54267, -1.75860)  0.064
H (3.31653, -3.53319, -1.72842)  0.116
H (3.89728, -2.89780, 0.38679)  0.048
H (3.23057, -1.53539, -0.45888)  0.071
H (5.01633, -1.64602, -0.15947)  0.086
H (3.57337, -2.01289, -3.34930)  0.049
C (-6.73796, 1.62532, 1.80275)  -0.058
C (-5.39261, 1.05800, 1.40886)  -0.510
C (-4.85121, 1.82336, 0.21824)  -0.057
O (-4.55524, 1.27662, 2.50587)  -0.035
H (-6.97015, 1.26393, 2.81145)  0.084
H (-7.55082, 1.42704, 1.15390)  0.065
H (-6.74929, 2.71795, 1.90464)  0.089
H (-5.54112, -0.01939, 1.15237)  0.138
H (-3.94678, 1.37034, -0.17300)  0.059
H (-4.66895, 2.86418, 0.38405)  0.071
H (-5.49907, 1.70805, -0.64097)  0.083
H (-3.91181, 0.56827, 2.49001)  0.058
C (-0.74494, -3.45417, -5.34687)  -0.069
C (0.28098, -4.19841, -4.59644)  -0.520
C (-0.32585, -5.50698, -4.09526)  -0.054
O (1.33228, -4.49999, -5.51980)  -0.045
H (-0.57569, -2.37590, -5.48498)  0.075
H (-1.70815, -3.64224, -4.89744)  0.082
H (-0.79377, -3.82169, -6.35593)  0.086
H (0.67909, -3.59065, -3.76511)  0.113
H (-0.69064, -6.08383, -4.96720)  0.098
H (-1.14216, -5.38365, -3.41468)  0.060
H (0.43130, -6.12099, -3.58584)  0.078
H (2.12064, -4.78089, -5.04810)  0.092
C (1.49242, 6.18475, -3.62621)  -0.052
C (1.86860, 5.21924, -2.51610)  -0.492
C (1.03604, 3.97836, -2.50194)  -0.054
O (3.26687, 4.93224, -2.69178)  -0.063
H (0.41334, 6.52156, -3.53525)  0.098
H (1.67868, 5.79051, -4.63263)  0.086
H (2.06367, 7.06979, -3.44682)  0.062
H (1.81775, 5.69162, -1.54149)  0.126
H (1.14985, 3.40351, -1.56306)  0.072
H (1.41908, 3.29382, -3.24485)  0.063
H (-0.04277, 4.11215, -2.64258)  0.061
H (3.55611, 4.16216, -2.14867)  0.051

For the HOMO energy, the calculation gives -9.04 eV.